No. 1
# C5H6O2

A 2-piece molecular cluster, C5H6O2 overall (ωB97M-V/def2-TZVPD, OMol25).

The geometry in XYZ format:
```
13
C5H6O2, DFT ωB97M-V/def2-TZVPD
C 0.595 -0.776 -3.096
C 0.498 -0.518 -1.924
C 0.375 -0.201 -0.515
C 0.184 1.185 -0.075
O -0.903 0.272 -0.084
H 0.665 -0.998 -4.139
H 0.845 -0.890 0.187
H 0.543 1.469 0.914
H 0.127 1.977 -0.819
C -0.827 -0.363 2.449
O 0.287 -0.827 2.504
H -1.014 0.724 2.546
H -1.728 -0.989 2.323
```

E_LUMO in eV: 0.98
Max |F| in Eh/bohr: 0.011
Orbital gap in Eh: 0.4079
Energy relative to the best compared isomer or geometry (same formula, charge and spin) in kcal per mole: 94.15



No. 2
# C5H6O2

C5H6O2 as an isolated structure at a distorted geometry (ωB97M-V/def2-TZVPD, OMol25).

The geometry in XYZ format:
```
13
C5H6O2, DFT ωB97M-V/def2-TZVPD
O 0.239 -2.279 0.971
C -0.112 -1.166 0.659
C -0.159 0.053 1.592
O -0.429 1.173 0.764
C -0.615 0.747 -0.575
C 0.633 0.391 -1.337
C -0.610 -0.722 -0.706
H 0.809 0.164 2.100
H -0.939 -0.047 2.359
H -1.341 1.379 -1.076
H 1.563 0.580 -0.806
H 0.631 0.650 -2.402
H 0.331 -0.923 -1.544
```

E_LUMO in eV: 0.41
Max |F| in Eh/bohr: 0.026
Orbital gap in Eh: 0.3466
Energy relative to the best compared isomer or geometry (same formula, charge and spin) in kcal per mole: 97.43



No. 3
# C5H6O2

One molecule with the formula C5H6O2 (ωB97M-V/def2-TZVPD, OMol25).

The geometry in XYZ format:
```
13
C5H6O2, DFT ωB97M-V/def2-TZVPD
C -1.757 1.743 0.546
C -0.940 0.822 0.116
C 0.048 -0.015 -0.102
C 1.234 0.357 0.716
O 2.014 -0.448 1.175
C 0.048 -1.321 -0.885
O 1.329 -1.667 -1.350
H -2.282 1.609 1.489
H -1.922 2.664 -0.005
H 1.325 1.444 0.914
H -0.384 -2.125 -0.271
H -0.585 -1.209 -1.770
H 1.874 -1.853 -0.572
```

E_LUMO in eV: 0.45
Max |F| in Eh/bohr: 0.009
Orbital gap in Eh: 0.3812
Energy relative to the best compared isomer or geometry (same formula, charge and spin) in kcal per mole: 51.26



No. 4
# C5H6O2

C5H6O2 as an isolated structure (ωB97M-V/def2-TZVPD, OMol25).

The geometry in XYZ format:
```
13
C5H6O2, DFT ωB97M-V/def2-TZVPD
C 0.668 0.621 1.203
O 0.862 -0.777 1.044
C 0.253 -1.181 -0.137
C -1.083 -0.634 -0.572
O -1.419 0.557 0.123
C -0.071 1.057 -0.131
C 0.174 -0.069 -1.165
H 1.630 1.001 1.590
H -0.103 0.799 1.956
H 0.480 -2.224 -0.353
H -1.875 -1.259 -0.975
H -0.104 2.119 -0.415
H 0.588 -0.013 -2.167
```

E_LUMO in eV: 1.04
Max |F| in Eh/bohr: 0.019
Orbital gap in Eh: 0.3629
Energy relative to the best compared isomer or geometry (same formula, charge and spin) in kcal per mole: 73.03



No. 5
# C5H6O2

One molecule with the formula C5H6O2 (ωB97M-V/def2-TZVPD, OMol25).

The geometry in XYZ format:
```
13
C5H6O2, DFT ωB97M-V/def2-TZVPD
C -0.012 -0.990 -1.458
C 0.142 -0.708 0.024
O 1.416 -1.172 0.420
C 0.082 0.761 0.359
O 0.360 1.061 1.739
C -0.508 1.920 -0.177
C -0.715 1.808 1.209
H 0.167 -2.055 -1.630
H 0.724 -0.418 -2.028
H -1.014 -0.731 -1.812
H -0.655 -1.213 0.597
H 1.575 -0.862 1.323
H -1.615 1.877 1.818
```

E_LUMO in eV: 0.59
Max |F| in Eh/bohr: 0.010
Orbital gap in Eh: 0.3656
Energy relative to the best compared isomer or geometry (same formula, charge and spin) in kcal per mole: 120.68



No. 6
# C5H6O2

One molecule with the formula C5H6O2 at a distorted geometry (ωB97M-V/def2-TZVPD, OMol25).

The geometry in XYZ format:
```
13
C5H6O2, DFT ωB97M-V/def2-TZVPD
O -1.809 -1.726 -0.336
C -0.783 -1.304 -0.821
C 0.021 -0.140 -0.264
C 1.192 0.316 -1.028
O 2.005 1.086 -0.553
C 0.340 0.301 1.376
C -0.803 0.776 0.622
H -0.430 -1.737 -1.793
H 1.363 -0.125 -2.038
H 1.126 1.048 1.649
H 0.336 -0.593 1.996
H -0.823 1.826 0.348
H -1.733 0.271 0.841
```

E_LUMO in eV: 0.29
Max |F| in Eh/bohr: 0.031
Orbital gap in Eh: 0.3734
Energy relative to the best compared isomer or geometry (same formula, charge and spin) in kcal per mole: 50.97



No. 7
# C5H6O2

One molecule with the formula C5H6O2 (ωB97M-V/def2-TZVPD, OMol25).

The geometry in XYZ format:
```
13
C5H6O2, DFT ωB97M-V/def2-TZVPD
O 0.681 -1.273 1.999
C 0.467 -0.937 0.860
C -0.664 -1.459 -0.026
O -0.792 -0.517 -1.076
C 0.280 0.408 -0.982
C 0.043 1.544 0.037
C 1.258 0.099 0.046
H -1.594 -1.534 0.548
H -0.420 -2.450 -0.430
H 0.570 0.742 -1.976
H -0.971 1.495 0.435
H 0.349 2.522 -0.329
H 0.793 1.359 0.895
```

E_LUMO in eV: -0.19
Max |F| in Eh/bohr: 0.014
Orbital gap in Eh: 0.3271
Energy relative to the best compared isomer or geometry (same formula, charge and spin) in kcal per mole: 101.53



No. 8
# C5H6O2

One molecule with the formula C5H6O2 (ωB97M-V/def2-TZVPD, OMol25).

The geometry in XYZ format:
```
13
C5H6O2, DFT ωB97M-V/def2-TZVPD
O 2.055 -1.812 -0.823
C 1.155 -1.068 -0.550
C -0.321 -1.225 -0.098
C -0.337 0.303 0.020
C -1.152 1.132 0.890
O -1.357 1.109 -0.522
C 1.105 0.451 -0.459
H -0.481 -1.795 0.827
H -1.027 -1.599 -0.846
H -1.949 0.650 1.454
H -0.735 2.046 1.311
H 1.194 0.948 -1.432
H 1.850 0.860 0.229
```

E_LUMO in eV: 0.80
Max |F| in Eh/bohr: 0.012
Orbital gap in Eh: 0.3877
Energy relative to the best compared isomer or geometry (same formula, charge and spin) in kcal per mole: 46.96



Number 1: molecular weight 98.10 u, E -9373.0127 eV. Number 2: molecular weight 98.10 u, E -9372.8707 eV. Number 3: molecular weight 98.10 u, E -9374.8727 eV. Number 4: molecular weight 98.10 u, E -9373.9287 eV. Number 5: molecular weight 98.10 u, E -9371.8626 eV. Number 6: molecular weight 98.10 u, E -9374.8851 eV. Number 7: molecular weight 98.10 u, E -9372.6929 eV. Number 8: molecular weight 98.10 u, E -9375.0594 eV.